1.
C28H81Cu3N3O15P | wB97M-V/def2-TZVPD

Positions of all 131 atoms, in Å:
Cu 0.4947 1.4044 -2.0406
Cu -0.6851 2.2595 2.1987
Cu -1.8137 -1.8082 0.5763
P -0.4490 0.4447 0.3064
O 0.9288 1.1193 0.5130
O -1.0405 0.0007 1.6668
O -0.3612 -0.6872 -0.7129
O -1.2953 1.6318 -0.2458
C -0.6241 5.5007 -1.4391
C -1.6539 5.1943 -0.3480
O -1.1833 4.1628 0.4984
H 0.3785 5.5116 -1.0124
H -0.8214 6.4449 -1.9472
H -0.6341 4.6824 -2.1665
H -2.5817 4.8746 -0.8338
H -1.8553 6.0901 0.2361
H -1.1923 3.3096 0.0174
C 0.8555 -1.1872 6.1329
C 0.7834 -0.6641 4.7078
O -0.5314 -0.8391 4.2044
H 1.8759 -1.0714 6.5024
H 0.5909 -2.2450 6.1457
H 0.1932 -0.6234 6.7882
H 1.5218 -1.1901 4.0843
H 1.0589 0.3973 4.7027
H -0.5904 -0.4699 3.2988
C -5.2838 -0.6492 4.4313
C -3.8174 -0.5246 4.1000
O -3.6934 -0.3510 2.6921
H -5.4282 -0.7670 5.5068
H -5.7136 -1.5010 3.9070
H -5.7842 0.2766 4.1475
H -3.1992 -1.3702 4.4255
H -3.3738 0.3304 4.6322
H -2.8034 -0.0230 2.4980
C -2.5290 0.7753 -4.8244
C -2.4476 0.6972 -3.3204
O -1.6253 1.7747 -2.8627
H -3.1107 1.6616 -5.0846
H -3.1124 -0.0528 -5.2368
H -1.5501 0.7970 -5.2961
H -2.0684 -0.2609 -2.9410
H -3.4522 0.8092 -2.9007
H -1.7309 1.8472 -1.8894
C 3.4555 -2.3049 1.5996
C 2.6652 -1.8864 0.3745
O 2.9756 -0.5576 -0.0153
H 3.4041 -1.5187 2.3537
H 4.4945 -2.5535 1.3742
H 3.0466 -3.2142 2.0565
H 1.5961 -1.9896 0.6116
H 2.8160 -2.5550 -0.4807
H 2.1978 0.0181 0.1762
C 3.5426 3.0246 4.0956
C 3.0063 1.9152 3.2242
O 1.7500 2.3582 2.6798
H 2.8286 3.3277 4.8586
H 3.7982 3.9069 3.5048
H 4.4700 2.7011 4.5780
H 2.8051 1.0435 3.8509
H 3.6577 1.6439 2.3942
H 1.5720 1.8718 1.8389
C -2.6230 -3.7641 -2.0870
C -1.1419 -4.0008 -2.2277
O -0.3959 -3.3158 -1.2225
H -3.0491 -4.2336 -1.1948
H -3.1735 -4.2410 -2.9063
H -2.8913 -2.7043 -2.0842
H -0.7891 -3.7138 -3.2246
H -0.8723 -5.0520 -2.1094
H -0.4421 -2.3648 -1.4154
C -5.9892 2.0499 0.6660
C -4.4817 2.1163 0.6740
O -3.9647 1.2272 -0.2933
H -6.3563 2.1950 -0.3482
H -6.3879 2.8149 1.3334
H -6.3340 1.0756 1.0210
H -4.0465 1.9688 1.6667
H -4.2199 3.1473 0.3718
H -2.9872 1.3346 -0.3242
C 4.2460 3.7242 -0.1672
C 3.0777 3.8500 -1.1504
C 3.5504 4.5222 -2.4347
O 4.0240 5.8367 -2.2463
C 2.9965 6.7894 -2.1384
N 2.4968 2.5377 -1.4996
H 5.1717 3.4918 -0.7078
H 4.0849 2.9587 0.5903
H 4.4490 4.6830 0.3138
H 2.3398 4.4981 -0.6719
H 2.7402 4.4941 -3.1771
H 4.3638 3.9164 -2.8485
H 2.2690 6.7249 -2.9592
H 3.4623 7.7724 -2.1742
H 2.4257 6.7004 -1.2058
H 2.0437 2.2054 -0.6416
H 3.2879 1.8991 -1.5952
C 0.4891 -1.3104 -4.9840
C 1.6180 -1.5869 -4.0237
C 2.9880 -1.5236 -4.6615
O 3.1932 -2.6702 -5.4453
C 4.3447 -2.5490 -6.2243
N 1.5664 -0.5899 -2.9286
H 0.4999 -0.2538 -5.2660
H -0.4820 -1.4411 -4.4933
H 0.5296 -1.9452 -5.8678
H 1.5093 -2.5754 -3.5529
H 3.7437 -1.3920 -3.8722
H 3.0135 -0.6020 -5.2670
H 5.2189 -2.3126 -5.5937
H 4.3024 -1.7491 -6.9709
H 4.5653 -3.5118 -6.6790
H 0.7464 -0.7685 -2.3511
H 2.3474 -0.7400 -2.2893
C 0.0852 -4.6420 3.4605
C -0.4937 -4.0654 2.1621
C -1.0833 -5.1588 1.3125
O -2.1504 -5.7443 2.0270
C -2.8823 -6.6469 1.2406
N -1.5641 -3.0822 2.4276
H -0.6744 -5.2687 3.9321
H 0.2293 -3.8166 4.1616
H 1.0046 -5.1885 3.2686
H 0.3123 -3.6111 1.5805
H -0.3226 -5.9393 1.1568
H -1.4426 -4.7811 0.3506
H -3.3635 -6.0982 0.4149
H -3.5985 -7.1718 1.8562
H -2.1889 -7.3259 0.7212
H -2.3746 -3.5989 2.7606
H -1.2972 -2.4266 3.1624

Results
Relative energy (zero: lowest compared OMol25 entry of this formula, charge and spin)   0.00 kcal per mole
E_tot   -208743.3981 eV
HOMO   -8.59 eV
Gap between HOMO and LUMO   8.3 eV
Molecular weight   921.57 Da

***

2.
C28H82CoN8O17 | wB97M-V/def2-TZVPD

Positions of all 136 atoms, in Å:
Co 0.3696 -4.4807 2.1184
O -0.4932 -4.7847 0.3261
C -1.0996 -3.5545 0.0119
C -0.5222 -2.3311 0.7598
O 0.1378 -2.4827 2.0146
H -2.1841 -3.5505 0.1283
H -1.0196 -3.3830 -1.0698
H -1.3693 -1.6412 0.8565
H 0.2503 -1.8604 0.1358
C -4.6309 7.2268 1.7446
O -4.0550 6.3034 0.8550
C -4.7847 5.1105 0.7839
C -4.0228 3.9550 0.1213
N -2.8453 3.6627 0.9580
C -2.3696 2.3048 0.6932
C -0.8765 2.1308 0.8761
O -0.2768 2.9857 -0.0804
C 1.1324 3.0494 -0.0800
H -5.6376 7.4910 1.3912
H -4.0473 8.1433 1.6491
H -4.6759 6.9382 2.7972
H -5.6940 5.3065 0.1885
H -5.2003 4.7298 1.7288
H -3.6479 4.3047 -0.8391
H -4.7245 3.1147 0.0810
H -3.0895 3.8285 1.9245
H -2.6019 2.0055 -0.3285
H -2.9310 1.6576 1.3829
H -0.6356 1.0705 0.7149
H -0.5208 2.4189 1.8722
H 1.5950 3.7029 -0.8184
H 1.5519 2.0652 -0.3376
H 1.4374 3.3383 0.9298
C 1.3247 -1.9050 5.7752
O 2.5559 -2.5592 5.7170
C 3.1222 -2.8354 6.9852
C 4.4608 -3.5501 6.9033
N 5.5298 -2.7393 6.3762
C 6.8698 -3.2638 6.6344
C 7.9052 -2.2977 6.1224
O 7.7594 -2.2028 4.7157
C 8.5845 -1.2183 4.1333
H 0.7848 -2.0508 4.8365
H 1.3126 -0.8150 5.8830
H 0.6797 -2.3458 6.5447
H 2.3723 -3.4355 7.5186
H 3.2541 -1.9012 7.5465
H 4.2739 -4.4603 6.3096
H 4.7171 -3.8397 7.9243
H 5.4184 -2.6389 5.3746
H 7.0419 -4.2421 6.1687
H 7.0137 -3.3608 7.7126
H 8.8965 -2.7163 6.3402
H 7.8127 -1.3208 6.6053
H 8.1337 -0.2236 4.1836
H 8.7541 -1.4993 3.0947
H 9.5597 -1.1961 4.6330
C -7.1713 5.0707 -3.5679
O -6.1042 4.4219 -4.1934
C -4.8851 4.9916 -3.7423
C -3.6329 4.2654 -4.2194
N -3.2354 3.2181 -3.3087
C -2.2886 2.2482 -3.8257
C -2.1487 1.0069 -2.9508
O -3.4305 0.6010 -2.4736
C -3.3923 -0.4692 -1.5925
H -7.0730 5.0756 -2.4726
H -8.1225 4.6603 -3.8967
H -7.2483 6.1563 -3.7495
H -4.8674 4.9250 -2.6458
H -4.8137 6.0651 -3.9393
H -2.8398 5.0188 -4.1960
H -3.7500 3.9406 -5.2630
H -3.9978 2.6815 -2.9111
H -1.2919 2.6857 -3.9675
H -2.5672 2.0134 -4.8684
H -1.4958 1.2951 -2.1230
H -1.8085 0.2270 -3.6333
H -2.9368 -1.4173 -1.9365
H -4.4249 -0.7815 -1.4297
H -2.8771 -0.3258 -0.6328
C 6.2418 -0.8469 -6.8387
O 4.9372 -0.3742 -7.0896
C 4.8272 1.0319 -7.0613
C 3.4715 1.4471 -6.5633
N 3.1525 0.8759 -5.2352
C 1.9750 1.5319 -4.6924
C 1.5188 0.8815 -3.4154
O 0.7985 -0.3307 -3.6888
C 0.6238 -1.0601 -2.5109
H 6.7971 -0.3160 -6.0600
H 6.8140 -0.8333 -7.7691
H 6.1813 -1.8684 -6.4624
H 4.9683 1.4883 -8.0510
H 5.6182 1.4415 -6.4227
H 2.7305 1.0803 -7.2897
H 3.3430 2.5262 -6.4811
H 3.0078 -0.1123 -5.4081
H 1.1189 1.5363 -5.3811
H 2.2526 2.5496 -4.4092
H 0.8325 1.5066 -2.8280
H 2.3586 0.6248 -2.7591
H -0.0417 -0.5331 -1.8230
H 1.5844 -1.3321 -2.0432
H 0.2901 -2.0847 -2.7048
C -5.3854 -3.2039 0.5724
O -4.8560 -2.1394 0.8714
N -6.7348 -3.4324 0.6631
N -4.6622 -4.2884 0.1518
H -7.2693 -2.6644 1.0254
H -7.1524 -4.2401 0.2475
H -5.0924 -5.1764 0.3379
H -3.6665 -4.1760 0.2455
C 2.8138 0.3664 1.6185
O 3.5266 1.3407 1.8169
N 3.0697 -0.5034 0.5640
N 1.7161 0.0200 2.3168
H 3.8563 -0.2562 -0.0067
H 2.6412 -1.4086 0.5484
H 1.5605 0.4787 3.1962
H 1.1980 -0.8007 2.0478
O -1.7151 -0.9228 4.2322
H -2.5508 -0.9328 3.7313
H -1.0203 -1.0624 3.5749
O 2.2281 -4.5509 1.1683
H 3.1146 -4.5394 1.5534
H 2.3386 -4.2998 0.2422
O -4.1457 -0.6091 2.9222
H -5.0817 -0.6337 3.1315
H -4.0700 -1.1211 2.0925
O 0.4414 -5.9466 -2.0774
H 0.7735 -5.3440 -2.7513
H 0.2972 -5.3948 -1.2855
O -1.7572 -7.2751 -0.1717
H -1.5881 -6.3297 0.0061
H -2.4825 -7.5163 0.4132

Results
Multiplicity   4
⟨S²⟩   3.76
E_tot   -114715.2695 eV
HOMO (spin up / spin down)   -7.92 / -7.92 eV
Gap between HOMO and LUMO (spin up / spin down)   6.2 / 6.2 eV
Molecular weight   861.94 Da

***

3.
C28H82N2O12 | wB97M-V/def2-TZVPD

Positions of all 124 atoms, in Å:
C -1.1471 -0.6327 1.8592
O -0.2301 -1.0039 0.7811
C -0.2761 -0.0576 -0.2482
C 0.9217 -0.0785 -1.2518
C 2.2878 0.1801 -0.6100
N 0.7764 0.8605 -2.4184
H -2.1494 -0.8538 1.5051
H -1.0817 0.4171 2.0933
H -0.9522 -1.2460 2.7269
H -1.1713 -0.2438 -0.9361
H -0.4866 0.9604 0.1617
H 0.9153 -1.0354 -1.7512
H 2.3769 1.1801 -0.1993
H 3.1263 -0.1058 -1.2565
H 2.3113 -0.4850 0.2644
H 0.0223 0.5995 -3.0249
H 0.5119 1.7831 -2.1364
C -4.5958 -1.7451 0.2228
O -4.4755 -2.5391 1.4255
C -4.2328 -3.9154 1.1272
C -3.9928 -4.5769 2.5261
C -3.6878 -6.0184 2.2079
N -5.1507 -4.5094 3.3479
H -5.5958 -1.7453 -0.2219
H -3.8243 -2.0334 -0.5134
H -4.4265 -0.7055 0.5094
H -5.1445 -4.3224 0.6708
H -3.4068 -4.0724 0.4112
H -3.1941 -4.0830 3.0585
H -4.0337 -6.5669 3.0894
H -2.6737 -6.3220 2.0779
H -4.2352 -6.3069 1.2881
H -5.5222 -3.5824 3.4592
H -5.8552 -5.0158 2.8839
C 2.7744 6.0875 3.1368
C 1.9443 4.7785 2.9947
O 1.8682 4.2622 4.3529
H 2.3044 6.8556 3.7202
H 2.9555 6.4657 2.1261
H 3.6732 5.7052 3.6706
H 2.4276 4.0281 2.3438
H 0.9459 4.9394 2.6403
H 1.4159 3.3786 4.3416
C 4.1854 -4.3910 0.7861
C 3.2704 -3.2059 1.0713
O 3.9721 -2.1595 1.6844
H 4.9259 -4.1202 0.0515
H 3.5963 -5.2205 0.3413
H 4.6708 -4.7512 1.6890
H 2.4342 -3.3946 1.7780
H 2.8270 -2.8632 0.1701
H 4.6766 -1.8595 1.0943
C -5.4533 1.7209 -1.0974
C -4.3401 2.5480 -0.5724
O -3.4427 1.8067 0.2008
H -5.0761 0.8309 -1.6378
H -6.0391 2.3226 -1.8075
H -5.9930 1.3175 -0.3045
H -4.7647 3.3644 0.0388
H -3.7960 3.0799 -1.3459
H -3.0535 1.1437 -0.3790
C 4.5590 -2.3720 -3.0374
C 3.2132 -2.0728 -3.7644
O 3.2395 -2.8416 -4.9653
H 5.3196 -1.8833 -3.6129
H 4.7876 -3.4209 -2.9743
H 4.4432 -1.8579 -2.0918
H 3.2058 -0.9656 -3.9199
H 2.4143 -2.4295 -3.1525
H 2.4152 -2.7475 -5.4757
C -3.0290 0.4912 -7.0787
C -2.8354 1.3284 -8.2313
O -2.4321 2.6698 -8.0540
H -2.1135 0.4314 -6.5397
H -3.3721 -0.5345 -7.4090
H -3.8361 1.0060 -6.3904
H -3.7467 1.1986 -8.7669
H -2.0320 0.9401 -8.8464
H -3.0087 3.1838 -7.4384
C 5.8278 0.6136 1.1574
C 6.9635 -0.2504 0.6379
O 6.4140 -1.1893 -0.2597
H 5.1976 1.1105 0.4169
H 6.2458 1.4507 1.7256
H 5.1240 0.1662 1.8682
H 7.4103 -0.8019 1.4976
H 7.7852 0.2862 0.1122
H 7.1034 -1.7340 -0.6382
C -3.1110 3.2146 3.7651
C -1.7176 3.1059 3.2882
O -1.4440 3.1410 1.8773
H -3.5998 4.1293 3.3793
H -3.1444 3.1158 4.8727
H -3.7842 2.4078 3.4701
H -1.2837 2.1373 3.6987
H -1.0754 3.9031 3.6675
H -2.1429 2.6331 1.4837
C 2.0019 1.0973 2.8898
C 1.7806 -0.1350 3.7332
O 1.1482 0.1159 4.9912
H 2.5092 1.8585 3.4864
H 1.0017 1.4014 2.5728
H 2.5474 0.8279 1.9917
H 2.7406 -0.5618 3.9133
H 1.1864 -0.8931 3.1531
H 1.6161 -0.3983 5.6461
C -0.1416 5.3167 -0.8190
C 1.0889 4.5336 -0.2933
O 0.8323 3.3098 0.3233
H 0.1102 6.3262 -1.1461
H -0.7917 5.4444 0.0132
H -0.5760 4.8202 -1.6661
H 1.6429 5.2204 0.4025
H 1.6849 4.2738 -1.2082
H -0.0341 3.3646 0.8045
C -1.2280 -2.8847 -2.7965
C -0.7065 -3.5204 -1.5331
O -1.4470 -3.4432 -0.3333
H -2.2472 -3.2120 -3.0643
H -0.5506 -3.1641 -3.5849
H -1.2452 -1.8051 -2.7972
H 0.3549 -3.1674 -1.3932
H -0.7320 -4.5796 -1.7707
H -1.1243 -2.5574 -0.0042

Results
Relative energy (zero: lowest compared OMol25 entry of this formula, charge and spin)   51.40 kcal per mole
E_tot   -57911.0602 eV
SMILES   COC[C@H](C)N.COC[C@H](C)N.CCO.CCO.CCO.CCO.CCO.CCO.CCO.CCO.CCO.CCO
HOMO   -8.97 eV
Gap between HOMO and LUMO   9.0 eV
Molecular weight   638.97 Da